(1)
{
  "formula": "C6H12O6",
  "method": "the ωB97M-V functional and the def2-TZVPD basis",
  "elements": ["C", "C", "C", "C", "C", "C", "H", "H", "H", "H", "H", "H", "H", "H", "H", "H", "H", "H", "O", "O", "O", "O", "O", "O"],
  "coordinates": [[-2.197264, 0.672148, 0.015068], [-0.860143, 0.010635, -0.075232], [0.413270, -1.361589, 1.281039], [1.736341, -1.090124, 0.301799], [1.587749, 0.421981, 0.410663], [0.070610, 0.962722, 0.411341], [-3.250385, -0.941033, 0.224769], [-2.448634, 0.735843, 1.151375], [-2.266919, 1.583529, -0.482942], [-1.490777, -0.946379, -1.580999], [0.731657, -1.011317, 2.192548], [0.362884, -2.444510, 0.990800], [2.685859, -1.266362, 0.814753], [1.016016, -1.080027, -1.172039], [1.770952, 0.837389, 1.470908], [2.727450, 0.791340, -1.289284], [-0.343100, 0.998265, 1.380583], [0.602704, 2.337379, -0.787536], [-3.363782, -0.320250, -0.455061], [-0.599077, -0.737577, -1.326944], [-0.933249, -0.848932, 0.984794], [1.940729, -1.534058, -1.019254], [2.253209, 1.354942, -0.394890], [0.127036, 2.424780, 0.088729]],
  "atomic_forces_ev_per_a": [[-3.9, -3.0, 1.5], [-3.1, -0.9, -2.3], [0.3, -4.2, -4.6], [0.8, 2.9, 2.2], [-1.4, 3.8, 2.2], [3.7, 3.8, 0.1], [-0.2, -1.8, 1.4], [0.7, 0.6, -2.2], [-0.4, 1.3, -1.0], [-0.9, -0.6, -0.7], [0.5, 0.1, 2.3], [-0.4, 0.5, 1.9], [-0.5, -0.8, 0.7], [1.6, -1.9, -2.5], [0.8, -1.4, -1.2], [-2.1, 2.2, 4.0], [0.5, 0.5, 1.5], [-0.4, 1.0, 1.3], [2.7, 3.4, -1.0], [0.2, 2.2, 2.0], [2.3, -2.7, 0.4], [-3.9, 1.6, 1.0], [3.4, -3.3, -5.1], [-0.3, -3.2, -2.1]],
  "nbo_charge": [-0.089, 0.401, -0.135, 0.022, 0.039, 0.005, 0.461, 0.211, 0.216, 0.515, 0.200, 0.221, 0.206, 0.501, 0.191, 0.487, 0.201, 0.483, -0.741, -0.744, -0.528, -0.702, -0.724, -0.697],
  "de_lowest_kj_mol": 517.7,
  "orbital_gap_ev": 10.320,
  "e_homo_ev": -9.878,
  "charge": 0,
  "smiles": "OC[C@]1(O)OC[C@@H](O)[C@@H](O)[C@H]1O"
}



(2)
{
  "formula": "C6H12O9S3",
  "method": "the ωB97M-V functional and the def2-TZVPD basis",
  "elements": ["O", "O", "O", "O", "O", "O", "O", "O", "O", "S", "C", "C", "C", "C", "C", "C", "S", "S", "H", "H", "H", "H", "H", "H", "H", "H", "H", "H", "H", "H"],
  "coordinates": [[3.198689, -1.741134, -2.227014], [-2.648622, 0.837184, 1.151127], [-3.907629, -0.609260, -0.524160], [0.683407, 2.096021, 2.702143], [0.871538, -0.127528, 1.824598], [0.756371, -1.406509, -2.785278], [1.831465, -0.348598, -0.700909], [-1.305512, -0.977822, -0.342138], [1.458013, 2.067294, 0.291860], [1.864327, -1.788265, -1.637110], [-1.452581, -0.634453, -1.789969], [0.346964, 1.587024, -0.534194], [0.054164, -0.238722, -2.306028], [1.025638, 0.525540, -1.468190], [-3.037819, -1.851010, 1.565358], [3.169909, 1.148589, 2.377278], [-2.751027, -0.448046, 0.455384], [1.465299, 1.216935, 1.763455], [-1.820463, -1.560834, -2.178405], [-2.099081, 0.198984, -2.093021], [-0.076509, 2.370204, -1.085358], [-0.482117, 1.190875, 0.071443], [-0.180456, 0.372304, -3.145827], [1.676250, 0.954006, -2.277596], [-2.643953, -1.519164, 2.563427], [-4.143454, -2.018852, 1.649558], [-2.559657, -2.778511, 1.344132], [3.701705, 0.536656, 1.681743], [3.325024, 0.885799, 3.432698], [3.680118, 2.061293, 2.220994]],
  "atomic_forces_ev_per_a": [[-1.4, -0.2, 0.1], [0.7, -2.3, -1.3], [3.6, 0.8, 2.1], [2.4, -1.1, -2.5], [1.7, 1.6, -1.6], [0.3, 1.1, 1.1], [-1.2, -1.4, -1.8], [-3.0, 2.2, 0.3], [-0.3, -1.6, 1.5], [2.6, -0.6, 0.9], [3.2, 0.2, 0.9], [1.7, -2.0, 0.3], [-3.3, -1.6, -0.2], [-0.3, 1.6, 0.0], [-0.3, 1.4, 2.2], [0.1, 0.0, -1.2], [-3.1, -1.1, -2.1], [-4.2, 1.3, 4.8], [0.0, -0.3, -1.0], [-0.1, -0.2, 0.9], [-0.1, 1.5, -0.8], [0.7, -0.1, 0.0], [0.1, 0.4, -1.0], [-0.2, 0.4, 1.1], [-0.4, -0.3, -0.8], [1.1, 0.5, -0.3], [0.5, -0.3, -0.8], [0.3, -1.2, -0.2], [-1.0, -0.3, -0.5], [-0.1, 1.6, -0.1]],
  "nbo_charge": [-0.897, -0.858, -0.922, -0.927, -0.889, -0.679, -0.673, -0.689, -0.660, 1.720, -0.111, -0.108, 0.046, 0.025, -0.858, -0.839, 2.223, 2.232, 0.223, 0.219, 0.209, 0.240, 0.205, 0.203, 0.256, 0.270, 0.261, 0.248, 0.278, 0.250],
  "de_lowest_kj_mol": 236.1,
  "orbital_gap_ev": 10.696,
  "e_homo_ev": -10.282,
  "charge": 0
}



(3)
{
  "formula": "C6H12OS2",
  "method": "the ωB97M-V functional and the def2-TZVPD basis",
  "elements": ["S", "S", "C", "C", "C", "H", "H", "H", "H", "H", "H", "O", "C", "C", "C", "H", "H", "H", "H", "H", "H"],
  "coordinates": [[-0.883811, 0.890627, -1.999982], [1.215608, 0.703877, -1.886342], [-1.224792, -0.881628, -1.770327], [1.212763, -1.098454, -1.638331], [-0.034359, -1.668213, -2.294833], [-2.160533, -1.104055, -2.318383], [-1.403193, -1.095787, -0.698993], [1.234856, -1.330411, -0.556130], [2.148002, -1.487309, -2.085054], [0.034075, -1.568798, -3.395234], [-0.142814, -2.744617, -2.060244], [-0.165362, -0.676526, 1.702689], [-0.056571, 0.514575, 1.943994], [1.288831, 1.163868, 2.172916], [-1.259463, 1.425358, 2.031123], [2.095610, 0.415907, 2.093869], [1.328334, 1.619189, 3.176772], [1.465103, 1.952191, 1.421863], [-1.322174, 1.880230, 3.034001], [-1.183686, 2.232268, 1.282942], [-2.186424, 0.857709, 1.843685]],
  "atomic_forces_ev_per_a": [[0.1, 0.0, 0.1], [-0.1, 0.0, 0.1], [-0.6, -0.3, 0.3], [0.5, -0.4, 0.4], [0.0, -0.3, -0.4], [0.5, 0.1, 0.2], [0.2, 0.1, -0.5], [-0.1, 0.2, -0.5], [-0.5, 0.2, 0.1], [0.0, 0.0, 0.5], [0.0, 0.5, 0.0], [0.1, 0.8, 0.1], [0.0, -0.5, -0.2], [0.5, -0.1, 0.0], [-0.5, 0.0, 0.0], [-0.4, 0.3, 0.0], [-0.1, -0.1, -0.4], [-0.1, -0.2, 0.3], [0.1, -0.1, -0.4], [0.1, -0.3, 0.3], [0.5, 0.2, 0.1]],
  "nbo_charge": [0.058, 0.057, -0.529, -0.529, -0.424, 0.235, 0.231, 0.231, 0.235, 0.215, 0.225, -0.566, 0.607, -0.727, -0.727, 0.234, 0.229, 0.242, 0.229, 0.241, 0.234],
  "de_lowest_kj_mol": 0.0,
  "orbital_gap_ev": 8.490,
  "e_homo_ev": -7.747,
  "charge": 0,
  "smiles": "C1CSSC1.CC(C)=O"
}



(4)
{
  "formula": "C6H12P",
  "method": "the ωB97M-V functional and the def2-TZVPD basis",
  "elements": ["C", "C", "C", "C", "C", "C", "P", "H", "H", "H", "H", "H", "H", "H", "H", "H", "H", "H", "H"],
  "coordinates": [[2.269753, 1.422057, -0.261485], [1.112879, 0.882004, 0.205678], [2.545434, 0.089610, -0.675888], [-0.299119, -1.465710, 1.230458], [-1.701783, 0.985344, 0.762402], [-1.045511, -0.455354, -1.558226], [-0.424250, -0.006482, 0.101763], [2.851537, 2.340219, -0.049841], [2.235298, -0.303548, -1.575847], [3.253148, -0.437328, -0.090209], [-1.152115, -2.073595, 1.043666], [-0.382206, -1.061092, 2.272488], [0.583835, -2.163258, 1.149849], [-2.495059, 0.429358, 1.245952], [-2.190814, 1.691981, 0.082033], [-1.513253, 1.720116, 1.600371], [-1.162547, 0.421500, -2.115437], [-1.997377, -0.822133, -1.276021], [-0.487858, -1.193685, -2.091699]],
  "atomic_forces_ev_per_a": [[-1.9, 0.7, 1.4], [2.3, -0.7, -2.4], [-1.2, 1.0, 2.2], [1.0, 0.5, 0.4], [-1.6, 2.6, 1.8], [1.1, -0.2, 1.8], [2.3, -0.4, 0.6], [-0.6, -0.6, -0.3], [-0.5, -0.5, -2.0], [0.5, -0.8, 0.4], [-1.0, -0.5, -0.1], [0.2, -0.4, -0.9], [-0.7, 1.2, -0.2], [-0.3, -0.7, -0.4], [0.2, -0.6, -0.6], [1.0, -1.0, -0.7], [-0.1, 1.4, -0.9], [-1.2, -0.6, -0.1], [0.5, -0.5, -0.2]],
  "nbo_charge": [-0.071, -0.434, -0.326, -0.935, -1.070, -0.908, 1.560, 0.253, 0.213, 0.218, 0.258, 0.275, 0.288, 0.285, 0.290, 0.309, 0.266, 0.257, 0.272],
  "de_lowest_kj_mol": 309.7,
  "orbital_gap_ev": 9.447,
  "e_homo_ev": -13.244,
  "charge": 1
}



(5)
{
  "formula": "C6H12S",
  "method": "the ωB97M-V functional and the def2-TZVPD basis",
  "elements": ["C", "C", "C", "C", "C", "C", "S", "H", "H", "H", "H", "H", "H", "H", "H", "H", "H", "H", "H"],
  "coordinates": [[1.550018, -1.710097, -0.203791], [-3.304680, 0.506087, -0.845911], [1.153418, 0.729240, 0.580015], [-0.290636, 1.098873, 0.452569], [1.767467, -0.197132, -0.395409], [-1.205505, -0.059816, 0.768719], [-2.676181, -0.613210, 0.202506], [2.095739, -2.096818, -1.047866], [1.671020, -1.918498, 0.809588], [-4.255911, 0.144880, -1.381919], [-2.625216, 1.125437, -1.276406], [1.649445, 1.710340, 0.628485], [1.289019, 0.364587, 1.626724], [-0.416192, 1.741438, 1.318294], [-0.446155, 1.676732, -0.500774], [1.554967, 0.151811, -1.430884], [2.862628, 0.024362, -0.389954], [0.569051, -2.083761, -0.547808], [-0.942305, -0.594459, 1.633829]],
  "atomic_forces_ev_per_a": [[-1.6, 1.7, -3.0], [-3.1, -3.5, 0.3], [0.4, 0.8, 1.9], [-1.2, -0.1, -0.4], [1.2, 0.4, -1.4], [-1.4, -0.4, -1.4], [1.3, 2.0, 0.4], [1.4, -1.1, 0.7], [0.9, -1.2, 1.4], [1.8, 0.8, 0.8], [1.5, 2.1, -1.3], [0.4, -0.3, -0.4], [0.0, -0.1, -0.6], [-0.5, 0.8, -0.1], [-0.3, -0.7, 0.9], [-0.4, -0.4, 0.4], [-0.5, -0.6, 0.4], [-0.2, 0.7, 0.7], [0.5, -0.9, 0.9]],
  "nbo_charge": [-0.625, -0.852, -0.383, -0.449, -0.401, -0.522, 0.721, 0.222, 0.211, 0.227, 0.199, 0.207, 0.187, 0.224, 0.214, 0.197, 0.202, 0.211, 0.208],
  "de_lowest_kj_mol": 309.0,
  "orbital_gap_ev": [7.682, 7.781],
  "e_homo_ev": [-7.195, -7.252],
  "charge": 0
}



(6)
{
  "formula": "C6H13BNO3S",
  "method": "the ωB97M-V functional and the def2-TZVPD basis",
  "elements": ["C", "C", "B", "O", "C", "S", "C", "N", "C", "C", "O", "O", "H", "H", "H", "H", "H", "H", "H", "H", "H", "H", "H", "H", "H"],
  "coordinates": [[-0.637589, -2.957567, 1.329660], [-1.306240, -1.705327, 0.703530], [-0.526018, -1.401973, -0.608809], [-0.751574, -2.144676, -1.748655], [0.591564, -0.271604, -0.700463], [1.080607, 0.365941, -2.355215], [2.031763, 1.512408, -1.520365], [1.662888, 1.730813, -0.296344], [0.409328, 1.018215, 0.089464], [-0.783212, 1.861636, -0.338497], [-1.204830, 2.840586, 0.610674], [-0.242969, 3.080772, 1.628630], [-0.834161, -3.834198, 0.716819], [-0.971696, -3.125562, 2.346672], [0.449757, -2.848880, 1.349683], [-2.323561, -1.968313, 0.417685], [-1.313901, -0.883663, 1.417106], [-0.330723, -3.007372, -1.687734], [1.533761, -0.690509, -0.333280], [2.882969, 1.994311, -1.978852], [2.178109, 2.354241, 0.310074], [0.346755, 0.752460, 1.138223], [-0.624994, 2.356851, -1.296041], [-1.628306, 1.181680, -0.466924], [0.312273, 3.789728, 1.272962]],
  "atomic_forces_ev_per_a": [[0.3, 0.2, -0.3], [0.4, -0.2, -0.1], [-0.6, 0.0, -0.3], [0.8, 0.3, 0.2], [-0.5, 0.7, -0.1], [0.6, -0.3, 0.0], [-0.5, -0.3, -0.3], [0.4, 0.1, 0.3], [0.1, -0.3, -0.4], [-0.3, -0.3, 0.3], [-0.2, 0.1, 0.0], [0.5, -0.4, -0.1], [-0.2, -0.1, 0.1], [-0.1, -0.1, 0.0], [0.1, 0.0, 0.2], [-0.2, 0.1, 0.2], [-0.1, 0.0, 0.1], [-0.4, -0.4, -0.3], [-0.1, -0.4, 0.1], [0.0, 0.3, 0.0], [-0.1, 0.1, 0.1], [0.3, 0.4, 0.2], [0.2, 0.0, -0.1], [-0.1, 0.1, 0.1], [-0.3, 0.4, 0.0]],
  "nbo_charge": [-0.586, -0.807, 1.088, -0.916, -0.678, 0.457, 0.020, -0.478, -0.082, -0.112, -0.254, -0.436, 0.214, 0.239, 0.192, 0.261, 0.222, 0.522, 0.270, 0.268, 0.447, 0.279, 0.196, 0.217, 0.456],
  "de_lowest_kj_mol": 252.7,
  "orbital_gap_ev": 9.277,
  "e_homo_ev": -13.910,
  "charge": 1
}



(7)
{
  "formula": "C6H13Br2",
  "method": "the ωB97M-V functional and the def2-TZVPD basis",
  "elements": ["Br", "Br", "C", "C", "C", "C", "C", "C", "H", "H", "H", "H", "H", "H", "H", "H", "H", "H", "H", "H", "H"],
  "coordinates": [[-2.240634, -3.094958, 3.819108], [1.393253, -0.150396, 2.025540], [-0.484919, -0.073413, -1.839685], [0.400619, -0.507517, -0.655537], [0.004113, -1.883503, -0.116460], [0.476839, 0.574219, 0.466903], [-0.915775, 1.022504, 0.922439], [1.345144, 1.755973, 0.011241], [-0.271183, 0.956051, -2.156564], [-0.277836, -0.722926, -2.702143], [-1.564448, -0.142358, -1.643104], [1.430121, -0.587245, -1.040477], [0.775056, -2.229698, 0.574136], [-0.934221, -1.886536, 0.447090], [-0.061970, -2.605984, -0.933274], [-0.853113, 1.769753, 1.723208], [-1.470663, 1.480789, 0.093884], [-1.502927, 0.179879, 1.305661], [1.346816, 2.550563, 0.767249], [2.382684, 1.421990, -0.121997], [1.023043, 2.172810, -0.947218]],
  "atomic_forces_ev_per_a": [[0.0, 0.0, 0.0], [0.3, -0.1, 0.5], [0.0, 0.1, -0.1], [0.2, 0.1, 0.3], [0.2, -0.1, 0.0], [-0.6, 0.5, -0.9], [0.0, 0.1, 0.2], [0.2, -0.1, 0.1], [-0.1, -0.2, 0.1], [0.0, 0.1, 0.2], [0.3, 0.0, 0.2], [-0.2, -0.1, 0.1], [-0.1, -0.1, -0.2], [0.0, 0.1, -0.2], [-0.1, 0.1, 0.0], [0.1, -0.2, -0.2], [0.2, -0.1, 0.1], [0.1, 0.1, -0.1], [0.0, -0.1, -0.2], [-0.2, 0.1, 0.0], [-0.2, 0.0, 0.2]],
  "mulliken_spin": [0.998, 0.003, 0.000, -0.005, 0.009, -0.003, 0.004, 0.001, 0.000, 0.000, 0.000, 0.000, -0.001, -0.004, 0.000, 0.000, 0.000, -0.002, 0.000, 0.000, 0.000],
  "de_lowest_kj_mol": 0.0,
  "orbital_gap_ev": [10.772, 6.300],
  "e_homo_ev": [-9.943, -9.942],
  "charge": 0,
  "multiplicity": 2,
  "s2": 0.75
}



(8)
{
  "formula": "C6H13BrN",
  "method": "the ωB97M-V functional and the def2-TZVPD basis",
  "elements": ["C", "C", "C", "C", "C", "C", "N", "Br", "H", "H", "H", "H", "H", "H", "H", "H", "H", "H", "H", "H", "H"],
  "coordinates": [[-0.816619, -2.091548, -1.219156], [-0.183585, -1.898866, -0.098110], [0.504702, -2.637606, 0.910729], [0.524838, 2.483812, -0.570447], [-0.940614, 0.928169, 0.700456], [1.010016, 0.224389, -0.411609], [0.422200, 1.343161, 0.313202], [2.886876, -0.157701, -0.183343], [-0.785520, -1.524133, -2.069635], [-1.497870, -2.907988, -1.135352], [1.611334, -2.599369, 0.833445], [0.351991, -3.754522, 0.893328], [0.437345, -2.395098, 1.961790], [-0.210667, 3.219690, -0.264017], [1.487843, 2.881709, -0.591557], [0.223649, 2.238656, -1.589591], [-1.340904, 1.076585, -0.253314], [-0.949032, -0.149320, 0.803548], [-1.497722, 1.252348, 1.578425], [0.723723, 0.419621, -1.479536], [1.034378, 1.724002, 1.121028]],
  "atomic_forces_ev_per_a": [[-0.3, -0.9, 2.5], [2.4, 2.2, -1.5], [1.4, -2.0, 1.8], [-2.9, 1.5, -1.2], [-0.4, -1.2, 0.2], [-0.3, -3.9, -1.3], [2.8, 0.9, 3.3], [-0.9, 0.6, 0.0], [-0.1, 1.5, -1.8], [-0.4, -0.9, -0.5], [-0.4, 0.3, -0.8], [-0.4, 1.0, -0.5], [-0.9, 0.7, 0.3], [0.2, 0.4, 0.3], [1.6, 0.5, 0.1], [0.1, -0.2, 0.1], [-2.2, 0.3, -1.0], [0.4, 0.1, 0.2], [0.6, 1.3, -0.3], [0.8, -0.7, 1.0], [-1.1, -1.7, -1.0]],
  "nbo_charge": [-0.436, 0.253, -0.782, -0.418, -0.423, -0.278, -0.426, 0.110, 0.237, 0.251, 0.282, 0.282, 0.255, 0.235, 0.243, 0.226, 0.212, 0.257, 0.263, 0.196, 0.461],
  "de_lowest_kj_mol": 428.8,
  "orbital_gap_ev": [8.572, 8.566],
  "e_homo_ev": [-12.366, -12.363],
  "charge": 1
}